{
  "formula": "C23H49IrN2O2P3",
  "method": "ωB97M-V/def2-TZVPD",
  "homo_energy_ev": [-18.78, -19.68],
  "relative_energy_ev": 2.713,
  "gap_ev": [7.94, 4.66],
  "s_squared": 8.8097,
  "lumo_energy_ev": [-10.8376, -15.0136],
  "total_charge": 4,
  "spin_multiplicity": 6,
  "symbols": ["Ir", "P", "P", "P", "H", "C", "C", "H", "C", "C", "C", "C", "C", "C", "C", "C", "C", "H", "H", "H", "H", "H", "H", "H", "H", "H", "H", "H", "H", "H", "H", "H", "H", "H", "H", "H", "H", "H", "H", "H", "H", "H", "H", "H", "H", "H", "C", "C", "C", "C", "C", "C", "O", "H", "H", "H", "H", "H", "H", "C", "N", "C", "C", "C", "N", "C", "C", "O", "H", "H", "H", "H", "H", "H", "H", "H", "H", "H", "H", "H"],
  "xyz": [[1.38, -1.62, 0.05], [-0.72, -2.11, -0.65], [0.65, -1.37, 2.23], [2.33, -2.69, -1.75], [0.45, 3.00, -1.19], [0.58, 2.76, -2.25], [-0.38, 2.05, -2.87], [-1.35, 1.88, -2.39], [-1.95, -0.81, -0.28], [-1.59, -3.62, -0.04], [-1.14, -2.25, -2.44], [1.21, 0.35, 2.48], [-1.05, -1.25, 2.88], [1.51, -2.48, 3.40], [1.98, -1.75, -3.28], [1.88, -4.45, -1.99], [4.15, -2.65, -1.62], [1.59, 2.93, -2.64], [-0.28, 1.64, -3.89], [-1.50, 0.19, -0.34], [-2.41, -0.92, 0.72], [-2.77, -0.88, -1.01], [-1.78, -3.56, 1.04], [-0.96, -4.50, -0.26], [-2.54, -3.73, -0.57], [-0.82, -1.35, -2.98], [-2.23, -2.33, -2.51], [-0.71, -3.15, -2.91], [1.97, 0.38, 3.27], [0.35, 0.98, 2.73], [1.64, 0.71, 1.53], [-1.03, -1.32, 3.98], [-1.68, -2.05, 2.49], [-1.49, -0.27, 2.61], [1.51, -2.13, 4.44], [2.54, -2.59, 3.04], [1.04, -3.47, 3.36], [2.84, -1.83, -3.96], [1.83, -0.69, -3.03], [1.08, -2.12, -3.78], [2.72, -4.99, -2.44], [1.00, -4.54, -2.65], [1.63, -4.89, -1.02], [4.60, -3.15, -2.49], [4.44, -3.15, -0.69], [4.50, -1.61, -1.57], [3.93, 0.54, -0.09], [4.40, 0.70, 1.26], [5.71, 1.06, 1.54], [6.62, 1.31, 0.52], [6.18, 1.27, -0.81], [4.87, 0.94, -1.11], [2.75, 0.03, -0.37], [0.81, -3.04, 0.53], [3.70, 0.50, 2.07], [6.02, 1.14, 2.58], [7.66, 1.57, 0.76], [6.89, 1.50, -1.61], [4.53, 0.94, -2.15], [-4.52, 1.12, 2.67], [-4.49, 2.15, 1.65], [-5.75, 2.51, 1.04], [-5.61, 3.81, 0.28], [-4.38, 3.81, -0.59], [-3.23, 3.50, 0.23], [-1.95, 3.94, -0.24], [-3.24, 2.53, 1.21], [-2.21, 2.03, 1.68], [-3.83, 1.38, 3.48], [-4.22, 0.14, 2.27], [-5.54, 1.05, 3.06], [-6.09, 1.70, 0.37], [-6.49, 2.62, 1.84], [-5.55, 4.64, 0.99], [-6.49, 3.95, -0.34], [-4.20, 4.79, -1.03], [-4.50, 3.08, -1.42], [-1.54, 3.31, -1.04], [-2.04, 4.97, -0.61], [-1.24, 3.93, 0.60]]
}

{
  "formula": "C23H49N3",
  "method": "ωB97M-V/def2-TZVPD",
  "homo_energy_ev": -8.39,
  "relative_energy_ev": 0.000,
  "gap_ev": 9.25,
  "lumo_energy_ev": 0.8526,
  "smiles": "CCC[C@@H](CN[C@@H](CNC)[C@H](C)CC)NC[C@H]1CC[C@H](C(C)(C)C)CC1",
  "symbols": ["C", "C", "C", "H", "H", "C", "N", "H", "C", "C", "C", "C", "H", "H", "C", "C", "C", "H", "H", "H", "H", "H", "C", "C", "H", "H", "H", "C", "H", "H", "H", "C", "H", "H", "H", "H", "H", "H", "H", "H", "H", "C", "N", "H", "C", "H", "C", "C", "H", "H", "H", "H", "C", "C", "H", "H", "H", "H", "H", "C", "N", "H", "C", "H", "H", "H", "H", "H", "H", "H", "H", "H", "H", "H", "H"],
  "xyz": [[2.51, -2.12, -4.79], [2.18, -2.68, -3.41], [0.68, -2.65, -3.09], [0.50, -3.28, -2.22], [0.12, -3.06, -3.93], [0.18, -1.23, -2.78], [0.89, -0.73, -1.62], [0.55, -1.23, -0.81], [0.78, 0.70, -1.39], [1.74, 1.14, -0.28], [1.26, 0.69, 1.10], [2.23, 1.15, 2.19], [1.87, 0.79, 3.15], [3.21, 0.71, 2.00], [2.35, 2.68, 2.21], [2.85, 3.12, 0.82], [1.89, 2.66, -0.27], [0.91, 3.12, -0.12], [2.26, 3.00, -1.24], [2.93, 4.21, 0.78], [3.83, 2.69, 0.63], [1.34, 3.09, 2.34], [3.20, 3.22, 3.38], [3.26, 4.76, 3.32], [3.88, 5.09, 2.49], [2.27, 5.18, 3.20], [3.69, 5.15, 4.23], [4.63, 2.68, 3.38], [4.64, 1.60, 3.50], [5.20, 3.12, 4.20], [5.14, 2.92, 2.45], [2.54, 2.85, 4.72], [3.06, 3.33, 5.54], [1.50, 3.17, 4.73], [2.58, 1.78, 4.89], [1.19, -0.40, 1.13], [0.27, 1.10, 1.29], [2.71, 0.68, -0.48], [-0.25, 1.02, -1.12], [1.05, 1.20, -2.32], [0.42, -0.58, -3.63], [-1.36, -1.21, -2.60], [-1.72, -1.82, -1.34], [-1.43, -2.79, -1.34], [-3.14, -1.80, -1.03], [-3.74, -1.89, -1.96], [-3.52, -0.45, -0.38], [-2.75, -0.25, 0.93], [-2.78, 0.79, 1.23], [-1.72, -0.54, 0.78], [-3.18, -0.85, 1.73], [-3.20, 0.33, -1.08], [-5.03, -0.31, -0.19], [-5.46, 1.13, 0.09], [-6.54, 1.19, 0.17], [-5.13, 1.78, -0.71], [-5.03, 1.49, 1.02], [-5.36, -0.94, 0.64], [-5.54, -0.66, -1.10], [-3.46, -3.01, -0.16], [-3.10, -4.23, -0.87], [-3.64, -4.29, -1.72], [-3.30, -5.43, -0.08], [-2.65, -5.39, 0.79], [-4.34, -5.54, 0.28], [-3.04, -6.30, -0.68], [-2.84, -2.97, 0.75], [-4.52, -3.00, 0.14], [-1.83, -1.71, -3.47], [-1.70, -0.17, -2.59], [2.53, -3.71, -3.35], [2.70, -2.10, -2.65], [1.97, -2.67, -5.56], [2.23, -1.07, -4.86], [3.57, -2.21, -4.99]]
}

{
  "formula": "C23H50AsN4NbO5",
  "method": "ωB97M-V/def2-TZVPD",
  "homo_energy_ev": [-17.51, -17.49],
  "gap_ev": [1.89, 1.89],
  "lumo_energy_ev": [-15.6169, -15.5974],
  "total_charge": 4,
  "symbols": ["Nb", "C", "C", "C", "C", "C", "C", "N", "C", "C", "N", "C", "C", "O", "O", "C", "C", "C", "C", "C", "C", "N", "C", "C", "N", "C", "C", "O", "O", "H", "H", "H", "H", "H", "H", "H", "H", "H", "H", "H", "H", "H", "H", "H", "H", "H", "H", "H", "H", "H", "H", "H", "H", "H", "H", "H", "H", "H", "H", "H", "H", "H", "H", "H", "H", "H", "H", "H", "C", "As", "C", "C", "H", "H", "H", "H", "H", "H", "H", "H", "H", "O", "H", "H"],
  "xyz": [[2.20, 1.15, -0.31], [0.58, -3.42, -1.35], [0.70, -2.00, -0.69], [0.41, -1.95, 0.81], [-1.12, -1.77, 1.28], [-1.20, -2.24, 2.76], [-2.11, -2.53, 0.41], [-1.45, -0.28, 1.22], [-0.81, 0.56, 2.39], [-0.42, 2.03, 2.06], [0.43, 2.25, 0.88], [-0.34, 2.82, -0.33], [-0.61, 1.71, -1.37], [-1.58, 1.32, -1.93], [0.70, 1.24, -1.62], [1.54, 3.16, 1.20], [1.06, 4.57, 1.66], [2.54, 2.49, 2.21], [3.62, 1.45, 1.69], [4.47, 2.11, 0.59], [4.51, 1.15, 2.92], [2.97, 0.12, 1.36], [3.77, -1.09, 0.88], [3.20, -1.89, -0.23], [2.00, -1.21, -0.95], [2.27, -1.13, -2.40], [3.40, -0.16, -2.73], [4.12, -0.19, -3.67], [3.49, 0.82, -1.81], [-0.18, -3.98, -0.77], [1.53, -3.90, -1.41], [0.20, -3.35, -2.39], [0.04, -1.34, -1.25], [0.94, -1.05, 1.27], [0.85, -2.81, 1.30], [-1.06, -3.36, 2.65], [-2.20, -2.10, 3.19], [-0.35, -1.75, 3.28], [-1.94, -3.62, 0.49], [-2.03, -2.26, -0.66], [-3.17, -2.32, 0.69], [-2.49, -0.21, 1.22], [-1.22, 0.07, 0.30], [0.11, 0.03, 2.62], [-1.46, 0.52, 3.22], [0.08, 2.51, 2.95], [-1.42, 2.53, 1.96], [0.23, 3.68, -0.78], [-1.28, 3.25, 0.00], [2.01, 3.28, 0.22], [0.22, 4.92, 1.04], [1.94, 5.21, 1.53], [0.83, 4.58, 2.76], [2.00, 1.93, 2.99], [3.18, 3.23, 2.63], [4.77, 3.10, 0.95], [3.97, 2.31, -0.39], [5.42, 1.48, 0.43], [5.05, 2.05, 3.26], [5.17, 0.34, 2.66], [3.89, 0.81, 3.75], [2.37, -0.12, 2.21], [3.94, -1.77, 1.73], [4.78, -0.72, 0.69], [2.92, -2.91, 0.11], [4.03, -2.11, -0.91], [1.35, -0.82, -2.90], [2.52, -2.15, -2.86], [-7.30, 0.66, -2.03], [-5.32, 0.35, -1.74], [-5.36, -1.55, -1.93], [-4.72, 0.66, -3.64], [-7.63, 0.51, -3.05], [-7.52, 1.69, -1.71], [-7.94, 0.06, -1.31], [-5.73, -1.91, -2.90], [-5.98, -1.98, -1.17], [-4.34, -1.86, -1.78], [-3.63, 0.62, -3.73], [-4.96, 1.64, -3.98], [-5.03, -0.15, -4.38], [-2.77, -3.39, -2.85], [-2.85, -3.28, -3.81], [-2.82, -4.36, -2.66]]
}

{
  "formula": "C23H50N5O3P2",
  "method": "ωB97M-V/def2-TZVPD",
  "homo_energy_ev": [-11.14, -11.76],
  "gap_ev": [7.13, 7.74],
  "s_squared": 2.0099,
  "lumo_energy_ev": [-4.0160, -4.0168],
  "total_charge": 1,
  "spin_multiplicity": 3,
  "symbols": ["C", "P", "C", "N", "C", "N", "C", "C", "P", "O", "N", "H", "H", "H", "H", "H", "H", "H", "H", "H", "H", "H", "H", "H", "H", "C", "C", "C", "C", "C", "C", "N", "O", "C", "C", "C", "H", "H", "H", "H", "H", "H", "H", "H", "H", "H", "H", "H", "H", "H", "H", "H", "H", "H", "C", "C", "C", "C", "C", "C", "N", "O", "C", "C", "C", "H", "H", "H", "H", "H", "H", "H", "H", "H", "H", "H", "H", "H", "H", "H", "H", "H", "H"],
  "xyz": [[-1.61, -1.18, 2.31], [0.12, -1.07, 1.51], [-0.26, -0.94, -0.40], [0.97, 0.45, 1.88], [0.91, 1.16, 3.05], [0.06, 0.81, 4.26], [-0.54, 2.19, 4.60], [0.36, 3.34, 3.78], [0.64, 5.04, 4.60], [-0.08, 6.18, 3.73], [1.59, 2.46, 3.47], [-2.17, -0.15, 2.44], [-1.50, -1.79, 3.31], [-2.29, -1.83, 1.57], [-0.04, 0.16, -0.80], [0.41, -1.65, -1.04], [-1.42, -1.12, -0.62], [1.62, 0.82, 1.13], [0.59, 0.42, 5.09], [-0.69, 2.46, 5.73], [-1.59, 2.35, 4.10], [-0.07, 3.49, 2.68], [0.18, 5.15, 5.96], [2.07, 5.36, 4.53], [2.26, 2.88, 2.78], [0.15, -5.85, -0.54], [-1.13, -5.52, 0.27], [-1.72, -6.81, 0.91], [-2.50, -7.69, -0.05], [-3.56, -6.88, -0.78], [-2.98, -5.63, -1.49], [-2.11, -4.79, -0.60], [-2.97, -4.07, 0.25], [-2.19, -6.11, -2.75], [-4.17, -4.82, -2.11], [-0.56, -4.65, 1.45], [-0.02, -6.35, -1.49], [0.70, -4.93, -0.78], [0.82, -6.50, 0.03], [-2.39, -6.53, 1.74], [-0.92, -7.41, 1.37], [-1.81, -8.17, -0.76], [-2.98, -8.50, 0.51], [-4.08, -7.53, -1.49], [-4.33, -6.57, -0.05], [-1.60, -5.29, -3.17], [-2.87, -6.45, -3.54], [-1.54, -6.96, -2.55], [-4.91, -4.51, -1.37], [-4.72, -5.42, -2.85], [-3.80, -3.93, -2.63], [-0.17, -3.69, 1.08], [0.26, -5.17, 1.96], [-1.32, -4.44, 2.22], [0.93, 6.58, -1.94], [1.19, 5.33, -1.05], [2.52, 5.47, -0.26], [3.77, 5.21, -1.09], [3.67, 3.86, -1.79], [2.39, 3.73, -2.65], [1.14, 4.09, -1.90], [0.84, 3.01, -1.05], [2.55, 4.62, -3.92], [2.34, 2.28, -3.24], [0.03, 5.42, 0.00], [1.56, 6.65, -2.82], [-0.11, 6.60, -2.29], [1.10, 7.50, -1.37], [2.52, 4.77, 0.59], [2.59, 6.48, 0.18], [3.93, 6.02, -1.81], [4.65, 5.21, -0.43], [4.57, 3.72, -2.41], [3.70, 3.06, -1.03], [1.60, 4.72, -4.45], [3.27, 4.18, -4.62], [2.94, 5.61, -3.71], [2.35, 1.51, -2.47], [3.21, 2.08, -3.88], [1.44, 2.14, -3.86], [-0.95, 5.27, -0.47], [0.02, 6.40, 0.49], [0.13, 4.68, 0.81]]
}

{
  "formula": "C23H50NO5P2SSiZr",
  "method": "ωB97M-V/def2-TZVPD",
  "homo_energy_ev": -17.31,
  "gap_ev": 7.60,
  "lumo_energy_ev": -9.7010,
  "total_charge": 3,
  "symbols": ["Zr", "P", "C", "C", "N", "C", "C", "C", "C", "C", "P", "H", "H", "H", "H", "H", "H", "H", "H", "O", "H", "H", "O", "H", "C", "H", "H", "H", "C", "H", "H", "H", "C", "H", "H", "H", "C", "H", "H", "H", "C", "C", "C", "C", "O", "Si", "S", "O", "C", "C", "C", "C", "O", "C", "C", "C", "C", "H", "H", "H", "H", "H", "H", "H", "H", "H", "H", "H", "H", "H", "H", "H", "H", "H", "H", "H", "H", "H", "H", "H", "H", "H", "H", "H"],
  "xyz": [[-0.42, -0.27, -0.94], [-2.79, 0.36, -1.71], [-2.40, 1.13, -3.35], [-0.95, 1.14, -3.79], [0.03, 0.64, -3.00], [1.32, 0.56, -3.45], [1.64, 1.02, -4.72], [0.66, 1.61, -5.51], [-0.65, 1.66, -5.04], [2.41, 0.13, -2.46], [3.25, -1.50, -2.50], [-1.47, 2.06, -5.63], [2.68, 0.96, -5.06], [0.90, 2.03, -6.49], [3.25, 0.83, -2.62], [2.09, 0.31, -1.40], [-2.98, 0.61, -4.07], [-2.78, 2.16, -3.32], [-1.53, -4.66, -5.96], [-1.85, -3.79, -6.17], [-1.22, -3.43, -6.82], [2.53, -2.64, -2.07], [0.57, -1.97, -1.40], [0.24, -2.66, -2.00], [3.87, -1.91, -4.13], [4.71, -1.24, -4.37], [4.20, -2.96, -4.13], [3.06, -1.79, -4.85], [4.62, -1.32, -1.35], [4.72, -2.24, -0.76], [5.55, -1.13, -1.91], [4.43, -0.48, -0.66], [-3.59, 1.73, -0.83], [-4.68, 1.55, -0.81], [-3.21, 1.79, 0.19], [-3.40, 2.68, -1.35], [-4.19, -0.73, -2.11], [-4.15, -1.62, -1.47], [-5.13, -0.20, -1.92], [-4.14, -1.04, -3.16], [-0.25, -3.09, 1.76], [-1.39, -2.10, 1.84], [-2.59, -2.49, 0.99], [-1.75, -1.66, 3.24], [-0.82, -0.74, 1.09], [-0.15, 0.65, 1.84], [0.63, 1.71, 0.24], [-1.45, 1.38, 2.52], [-1.55, 2.71, 3.12], [-1.50, 3.78, 2.04], [-2.91, 2.74, 3.82], [-0.43, 2.92, 4.14], [0.86, 0.17, 3.03], [2.30, 0.04, 3.29], [3.05, 1.27, 2.80], [2.45, -0.08, 4.81], [2.85, -1.21, 2.62], [-0.56, -4.06, 2.20], [0.62, -2.73, 2.32], [0.05, -3.27, 0.72], [-3.10, -3.37, 1.43], [-3.32, -1.68, 0.93], [-2.28, -2.77, -0.03], [-0.85, -1.35, 3.80], [-2.47, -0.85, 3.24], [-2.20, -2.51, 3.79], [-2.31, 3.64, 1.32], [-1.61, 4.76, 2.51], [-0.54, 3.76, 1.50], [-2.96, 1.97, 4.61], [-3.07, 3.72, 4.29], [-3.72, 2.57, 3.11], [-0.40, 2.11, 4.87], [0.55, 3.02, 3.65], [-0.62, 3.86, 4.68], [2.69, 2.17, 3.31], [4.12, 1.15, 3.03], [2.94, 1.41, 1.72], [1.93, -0.96, 5.19], [3.51, -0.17, 5.07], [2.05, 0.81, 5.31], [2.40, -2.12, 3.05], [2.67, -1.20, 1.54], [3.94, -1.28, 2.78]]
}

Here are the calculated calculated total energy numbers, same order: -62383.0254; -29117.5297; -103204.1500; -56818.0571; -74944.6403 (eV).